[1]
Molecular formula: C37H44AsCl2CrN3O3PS2
Method: DFT, ωB97M-V/def2-TZVPD

Structure (XYZ):
```
94
C37H44AsCl2CrN3O3PS2 ωB97M-V/def2-TZVPD
Cr 0.21 -0.14 -0.71
N -0.95 0.09 1.14
C -0.59 -0.53 2.42
C -0.37 -2.03 2.28
C 0.90 -2.38 1.53
N 0.86 -1.99 0.11
H -0.97 1.10 1.26
H -1.88 -0.22 0.87
H -1.38 -0.33 3.16
H 0.32 -0.05 2.77
H -1.24 -2.49 1.80
H -0.31 -2.47 3.28
H 1.10 -3.45 1.61
H 1.75 -1.86 1.98
H 0.17 -2.55 -0.39
H 1.76 -2.17 -0.32
Cl -0.54 1.60 -2.48
C -0.46 3.23 -1.85
C -0.98 4.24 -2.62
C -0.97 5.54 -2.13
C -0.43 5.77 -0.87
C 0.09 4.73 -0.13
Cl 0.75 5.10 1.44
C 0.10 3.40 -0.58
S 0.80 2.12 0.37
H -1.40 4.01 -3.60
H -1.37 6.35 -2.71
H -0.40 6.77 -0.46
C 4.69 -0.79 1.80
As 3.23 0.49 1.99
C 4.20 2.11 1.48
C 3.23 0.72 3.97
C 4.57 0.77 4.62
C 5.19 -0.40 5.07
C 6.46 -0.37 5.62
C 7.15 0.83 5.74
C 6.54 2.00 5.30
C 5.27 1.97 4.75
H 5.60 -0.45 2.30
H 4.87 -0.92 0.73
H 4.40 -1.76 2.21
H 5.17 2.15 1.96
H 3.60 2.98 1.75
H 4.31 2.09 0.40
H 2.62 -0.09 4.38
H 2.68 1.65 4.15
H 4.67 -1.35 4.98
H 6.92 -1.29 5.96
H 8.14 0.86 6.16
H 7.06 2.95 5.39
H 4.80 2.89 4.42
N -1.27 -1.00 -1.33
P -2.76 -1.14 -1.69
C -3.78 -1.79 -0.33
C -4.75 -1.05 0.33
C -5.40 -1.57 1.44
C -5.09 -2.84 1.90
C -4.14 -3.60 1.23
C -3.48 -3.08 0.13
C -3.59 0.39 -2.22
C -4.18 0.53 -3.47
C -4.65 1.77 -3.88
C -4.53 2.88 -3.06
C -3.93 2.75 -1.81
C -3.46 1.52 -1.40
C -2.97 -2.34 -3.03
C -1.84 -2.70 -3.76
C -1.96 -3.60 -4.81
C -3.20 -4.14 -5.13
C -4.33 -3.78 -4.39
C -4.21 -2.88 -3.34
H -5.03 -0.06 -0.03
H -6.15 -0.98 1.95
H -5.60 -3.25 2.76
H -3.90 -4.60 1.57
H -2.74 -3.67 -0.39
H -4.26 -0.32 -4.13
H -5.11 1.87 -4.86
H -4.89 3.85 -3.39
H -3.81 3.62 -1.18
H -2.95 1.45 -0.45
H -0.88 -2.27 -3.49
H -1.09 -3.88 -5.38
H -3.29 -4.84 -5.94
H -5.30 -4.21 -4.64
H -5.09 -2.61 -2.77
C 3.43 -0.10 -3.67
S 2.57 -0.61 -2.22
O 1.16 -0.89 -2.63
O 3.26 -1.78 -1.70
O 2.49 0.51 -1.29
H 3.26 -0.84 -4.45
H 4.49 -0.04 -3.43
H 3.05 0.88 -3.98
```

Computed properties:
LUMO energy (alpha / beta) = 0.2 / 0.4 eV
HOMO (alpha / beta) = -7.18 / -7.18 eV
DFT total energy = -7164.70621 Ha
charge = 0
2S+1 = 2

[2]
Molecular formula: C37H44BCaFN12O5S2
Method: DFT, ωB97M-V/def2-TZVPD

Structure (XYZ):
```
103
C37H44BCaFN12O5S2 ωB97M-V/def2-TZVPD
Ca -1.91 1.30 0.38
C 3.68 -0.34 5.41
C 3.59 1.10 4.93
N 2.83 1.21 3.70
C 1.50 1.56 3.79
C 0.62 1.55 2.77
C -0.85 1.95 3.08
O -0.98 2.79 3.96
O -1.71 1.31 2.44
C 1.06 1.18 1.44
O 0.36 1.10 0.44
C 2.52 0.94 1.34
C 3.06 0.74 0.08
C 4.41 0.55 -0.08
F 4.89 0.43 -1.35
C 5.27 0.48 1.01
C 4.72 0.64 2.28
C 3.36 0.92 2.47
N 6.69 0.28 0.92
C 7.46 1.46 1.30
C 8.92 1.02 1.59
N 8.97 -0.45 1.36
C 8.67 -0.76 -0.06
C 7.21 -0.29 -0.32
H 4.23 -0.39 6.35
H 4.17 -0.97 4.67
H 2.68 -0.74 5.59
H 4.58 1.53 4.78
H 3.08 1.71 5.68
H 1.16 1.88 4.76
H 2.39 0.78 -0.77
H 5.38 0.56 3.13
H 7.02 1.90 2.19
H 7.44 2.22 0.51
H 9.21 1.23 2.62
H 9.63 1.51 0.92
H 8.17 -0.83 1.89
H 9.85 -0.86 1.66
H 8.78 -1.83 -0.23
H 9.37 -0.23 -0.70
H 6.60 -1.14 -0.60
H 7.20 0.43 -1.15
B -0.42 3.63 -1.89
N -1.25 2.51 -2.53
C -1.68 2.40 -3.79
C -2.37 1.21 -3.92
C -2.30 0.64 -2.65
N -1.63 1.44 -1.83
N -1.26 4.27 -0.77
C -1.69 5.54 -0.67
C -2.32 5.70 0.55
C -2.22 4.44 1.15
N -1.59 3.60 0.34
H -0.18 4.46 -2.72
H 0.58 3.16 -1.40
H -1.47 3.16 -4.52
H -2.86 0.83 -4.80
H -2.69 -0.29 -2.28
H -1.52 6.25 -1.46
H -2.78 6.59 0.93
H -2.54 4.13 2.13
N -7.71 -0.74 -6.10
C -7.21 -1.02 -4.84
C -8.07 -1.34 -3.78
C -7.56 -1.66 -2.54
C -6.19 -1.67 -2.34
C -5.33 -1.37 -3.38
C -5.83 -1.05 -4.63
S -5.48 -2.04 -0.74
O -4.68 -3.24 -0.92
O -6.56 -2.14 0.21
N -4.46 -0.83 -0.44
C -4.94 0.35 -0.08
S -6.69 0.70 -0.01
C -6.31 2.33 0.44
C -4.97 2.49 0.52
N -4.21 1.40 0.21
H -8.68 -0.44 -6.13
H -7.10 -0.20 -6.69
H -9.14 -1.31 -3.94
H -8.21 -1.89 -1.71
H -4.27 -1.40 -3.19
H -5.16 -0.80 -5.44
H -7.09 3.03 0.66
H -4.47 3.40 0.81
N -1.40 -1.11 0.24
C -1.44 -2.26 0.28
N -1.36 -3.57 0.32
C -0.71 -4.24 1.44
C 0.05 -5.47 0.91
C 0.48 -5.22 -0.53
C -0.76 -5.15 -1.44
C -1.91 -4.44 -0.70
H -1.46 -4.55 2.18
H -0.03 -3.54 1.92
H -0.60 -6.35 0.94
H 0.91 -5.67 1.55
H 1.15 -6.01 -0.87
H 1.03 -4.28 -0.59
H -1.08 -6.16 -1.70
H -0.51 -4.63 -2.36
H -2.56 -5.16 -0.21
H -2.54 -3.86 -1.36
```

Computed properties:
LUMO energy = -1.9 eV
HOMO = -5.91 eV
DFT total energy = -4068.41258 Ha
charge = 0

[3]
Molecular formula: C37H44BF5O3V
Method: DFT, ωB97M-V/def2-TZVPD

Structure (XYZ):
```
91
C37H44BF5O3V ωB97M-V/def2-TZVPD
V -3.43 12.81 -12.12
B -5.57 12.06 -12.31
H -5.46 11.91 -13.47
H -6.62 11.73 -11.91
H -4.75 11.48 -11.71
H -5.47 13.19 -12.00
C -3.26 15.94 -13.46
O -3.30 14.76 -12.75
H -3.51 15.83 -14.52
H -3.92 16.71 -13.03
H -2.28 16.45 -13.43
C -0.95 15.59 -10.18
C -1.31 16.70 -9.23
O -0.45 17.24 -8.57
C -2.74 17.13 -9.14
H -1.85 15.12 -10.58
H -0.43 14.81 -9.61
H -0.27 15.91 -10.97
H -3.08 17.61 -10.07
H -2.87 17.82 -8.31
H -3.37 16.25 -8.97
C -2.42 20.81 -13.10
C -1.45 20.41 -12.01
O -1.24 21.04 -11.01
C -0.83 19.03 -12.21
H -2.95 21.72 -12.79
H -3.14 20.01 -13.29
H -1.83 20.91 -14.01
H 0.25 19.14 -12.15
H -1.14 18.54 -13.13
H -1.21 18.42 -11.39
F 2.59 13.08 -12.12
C 2.20 14.21 -12.75
C 0.89 14.31 -13.19
C 0.48 15.47 -13.82
C 1.41 16.47 -14.08
C 2.71 16.38 -13.61
C 3.10 15.24 -12.93
H 0.19 13.52 -12.99
H -0.53 15.56 -14.19
H 1.02 17.34 -14.60
H 3.38 17.20 -13.82
H 4.11 15.12 -12.55
F 1.10 12.46 -18.43
C -0.04 12.94 -17.91
C -0.16 12.99 -16.52
C -1.38 13.37 -16.00
C -2.44 13.78 -16.83
C -2.25 13.83 -18.20
C -1.02 13.42 -18.74
H 0.68 12.79 -15.88
H -1.55 13.32 -14.94
H -3.32 14.16 -16.32
H -3.07 14.20 -18.80
H -0.97 13.39 -19.82
F -5.42 21.51 -17.28
C -4.77 20.35 -17.10
C -3.77 20.25 -16.17
C -3.08 19.05 -16.04
C -3.46 17.93 -16.79
C -4.44 18.06 -17.77
C -5.07 19.29 -17.93
H -3.48 21.14 -15.62
H -2.33 18.87 -15.28
H -2.95 16.98 -16.66
H -4.68 17.25 -18.44
H -5.85 19.36 -18.68
F -5.79 15.18 -18.73
C -6.16 14.35 -17.72
C -6.64 13.09 -18.03
C -6.94 12.25 -16.98
C -6.83 12.69 -15.66
C -6.30 13.95 -15.38
C -5.94 14.78 -16.43
H -6.84 12.85 -19.07
H -7.26 11.23 -17.13
H -7.19 12.06 -14.86
H -6.07 14.22 -14.36
H -5.48 15.75 -16.31
F -9.51 20.28 -15.58
C -8.54 20.09 -14.66
C -7.34 19.59 -15.08
C -6.35 19.30 -14.12
C -6.64 19.66 -12.81
C -7.81 20.29 -12.43
C -8.82 20.47 -13.36
H -7.14 19.38 -16.12
H -5.48 18.71 -14.36
H -5.94 19.43 -12.01
H -7.99 20.56 -11.40
H -9.77 20.89 -13.07
```

Computed properties:
LUMO energy (alpha / beta) = -1.5 / -1.8 eV
HOMO (alpha / beta) = -9.32 / -9.32 eV
DFT total energy = -3130.02401 Ha
charge = 0
2S+1 = 4